Record 1
This record from OMol25 describes a molecular structure, C32H35BrClN2O2PbTe. The level of theory is ωB97M-V with the def2-TZVPD basis set.

Computed properties:
DFT total energy	-135918.54905	eV
total charge	+2
2S+1	2
HOMO (alpha / beta)	-0.4765 / -0.5079	Eh
LUMO energy (alpha / beta)	-0.1882 / -0.2604	Eh
energy above the lowest of the compared OMol25 structures with the same formula, charge and spin	15.39	kcal/mol

Each line ends with the Löwdin spin population.
CARTESIAN COORDINATES (ANGSTROEM)
Pb  1.52162  2.63850  0.23861  0.11
O  7.93674  2.32311  -1.41255  0.00
C  6.69207  2.42733  -0.97997  0.00
C  6.30397  3.14192  0.15844  0.00
C  4.97305  3.17454  0.49825  0.00
N  4.01701  2.56417  -0.21798  0.01
C  4.40608  1.89203  -1.29848  0.00
Br  3.00027  1.07876  -2.29055  0.02
C  5.70029  1.77242  -1.72434  0.00
H  8.57498  2.80226  -0.87021  0.00
H  7.03759  3.66023  0.76165  0.00
H  4.63340  3.70932  1.37665  0.00
H  5.97741  1.20370  -2.60007  0.00
Cl  -1.30358  3.80191  -0.21700  0.02
C  -1.49434  4.21694  1.46891  0.09
C  -2.73115  4.06414  2.05128  -0.01
C  -2.87163  4.28436  3.41759  0.12
C  -1.76616  4.64085  4.18543  -0.01
C  -0.53144  4.79453  3.59687  0.09
C  -0.35514  4.62687  2.20508  0.05
C  0.89551  4.88897  1.58126  0.41
H  -3.58026  3.77161  1.44869  0.00
H  -3.84012  4.15839  3.88131  0.01
H  -1.87783  4.79675  5.24950  0.00
H  0.31793  5.10588  4.19124  0.00
H  1.71353  5.20172  2.22112  0.02
H  0.87849  5.35082  0.59861  0.02
C  1.30431  -1.07977  2.52964  0.00
C  1.32524  0.16508  1.69439  0.00
O  1.72266  1.26050  2.19533  -0.01
N  0.89675  0.20900  0.44583  0.04
Te  0.34169  -1.14650  -0.90881  0.00
C  -1.63428  -0.43451  -1.21374  0.00
C  -2.46151  0.15601  -0.25174  0.00
C  -2.15335  0.23126  1.21972  0.00
C  -3.68150  0.67191  -0.67938  0.00
C  -4.09134  0.62870  -2.00256  0.00
C  -5.40396  1.21524  -2.42769  0.00
C  -3.25682  0.00918  -2.93043  0.00
C  -2.03730  -0.52915  -2.56273  0.00
C  -1.19040  -1.22696  -3.59920  0.00
C  0.05495  -3.17816  -0.32929  0.00
C  -1.12755  -3.72626  0.18170  0.00
C  -2.14014  -2.92832  0.94903  0.00
C  -1.33700  -5.08685  0.00003  0.00
C  -0.42286  -5.90233  -0.65616  0.00
C  -0.72785  -7.34343  -0.92492  0.00
C  0.79117  -5.34340  -1.05080  0.00
C  1.05491  -3.99383  -0.89922  0.00
C  2.40686  -3.45520  -1.30674  0.00
H  2.10484  -1.05064  3.26495  0.00
H  1.39300  -1.96763  1.90583  0.00
H  0.35953  -1.11797  3.07682  0.00
H  -1.29240  -0.36666  1.48025  0.00
H  -3.00892  -0.12170  1.79642  0.00
H  -1.94644  1.25508  1.53188  0.00
H  -4.34000  1.11191  0.06167  0.00
H  -5.96677  1.58333  -1.57256  0.00
H  -6.00334  0.46971  -2.95067  0.00
H  -5.24744  2.04532  -3.11842  0.00
H  -3.57247  -0.06155  -3.96481  0.00
H  -1.71260  -1.27838  -4.55180  0.00
H  -0.96217  -2.25264  -3.29269  0.00
H  -0.25090  -0.69641  -3.77384  0.00
H  -1.64358  -2.18139  1.56169  0.00
H  -2.70064  -3.58465  1.61219  0.00
H  -2.85110  -2.43181  0.28626  0.00
H  -2.25329  -5.51846  0.38528  0.00
H  -1.68969  -7.62837  -0.50517  0.00
H  0.04665  -7.98805  -0.50821  0.00
H  -0.75724  -7.52598  -2.00027  0.00
H  1.55098  -5.97685  -1.49412  0.00
H  3.14472  -4.25369  -1.26757  0.00
H  2.73677  -2.66511  -0.62835  0.00
H  2.40154  -3.06163  -2.32640  0.00

***

Record 2
This record from OMol25 describes a molecular structure, C32H35ClFIrN4O5S in a non-equilibrium geometry. The level of theory is ωB97M-V with the def2-TZVPD basis set.

Computed properties:
DFT total energy	-78851.75628	eV
total charge	+1
2S+1	6
HOMO (alpha / beta)	-0.2884 / -0.3607	Eh
LUMO energy (alpha / beta)	-0.1230 / -0.1232	Eh
energy above the lowest of the compared OMol25 structures with the same formula, charge and spin	0.26	kcal/mol

Each line ends with the Löwdin spin population.
CARTESIAN COORDINATES (ANGSTROEM)
Ir  -2.08695  0.85445  0.01108  2.77
O  -4.07953  1.54680  0.63519  0.15
N  -4.81807  2.23152  -0.18932  0.02
C  -5.96841  2.74156  0.29344  0.00
C  -6.77389  3.55170  -0.46161  0.01
C  -6.39218  3.85762  -1.77094  0.00
C  -5.24617  3.29199  -2.27476  0.01
C  -4.45345  2.45265  -1.48108  0.03
S  -3.04631  1.72216  -2.13949  0.25
H  -6.17311  2.48567  1.32001  0.00
H  -7.68761  3.93789  -0.03981  0.00
H  -6.99698  4.51195  -2.37551  0.00
H  -4.90187  3.47346  -3.28149  0.00
F  3.89783  2.39266  -0.93142  0.00
C  3.52377  1.12139  -0.63120  0.00
C  2.17993  0.84030  -0.63265  0.00
C  1.72784  -0.42116  -0.24455  0.00
C  0.31579  -0.73478  -0.28273  0.04
O  -0.47615  -0.02078  -0.96211  0.07
C  -0.07198  -1.89847  0.45225  0.01
C  0.87534  -2.77310  0.86372  0.01
N  2.20911  -2.59479  0.66042  0.02
C  3.11575  -3.63800  1.03411  0.00
C  2.88599  -4.42706  2.28729  0.00
C  4.01254  -3.44455  2.22481  0.00
C  2.66486  -1.39134  0.16964  0.00
C  4.02544  -1.10663  0.05780  0.00
C  4.48595  0.15235  -0.33443  0.01
N  5.87006  0.36300  -0.47613  0.00
C  6.79656  -0.17793  0.49080  0.00
C  7.95801  -0.81662  -0.29967  0.00
N  7.98889  -0.15114  -1.62895  0.00
C  7.85411  1.31708  -1.46576  0.00
C  6.39559  1.58774  -1.04760  0.00
C  -1.51087  -2.15995  0.90148  0.01
O  -1.79428  -3.28430  1.27380  0.02
O  -2.28562  -1.15715  0.92312  0.13
H  1.46571  1.60109  -0.90351  0.00
H  0.55729  -3.68041  1.35111  0.00
H  3.51807  -4.16965  0.17766  0.00
H  3.11640  -5.48089  2.26596  0.00
H  2.03925  -4.17789  2.90513  0.00
H  5.02419  -3.81643  2.17880  0.00
H  3.90344  -2.52626  2.78059  0.00
H  4.73174  -1.87916  0.30891  0.00
H  6.31240  -0.91579  1.12424  0.00
H  7.17664  0.61543  1.14665  0.00
H  7.80781  -1.88647  -0.44904  0.00
H  8.91264  -0.66375  0.20338  0.00
H  7.14543  -0.45851  -2.13499  0.00
H  8.82391  -0.41104  -2.16080  0.00
H  8.08658  1.82361  -2.40211  0.00
H  8.56876  1.64559  -0.70984  0.00
H  5.80608  1.86016  -1.92245  0.00
H  6.36660  2.42528  -0.33923  0.00
Cl  -5.98112  -2.38836  -3.09001  0.03
C  -6.57798  -2.84413  -1.53230  0.13
C  -7.67444  -3.66975  -1.44394  -0.02
C  -8.18292  -4.01106  -0.19699  0.16
C  -7.58278  -3.51997  0.96083  -0.01
C  -6.48631  -2.70640  0.88211  0.12
C  -5.92409  -2.32959  -0.37309  0.05
C  -4.82251  -1.51133  -0.42947  0.46
H  -8.14353  -4.04716  -2.34022  0.00
H  -9.04300  -4.65565  -0.13316  0.01
H  -7.98887  -3.79264  1.92160  0.00
H  -6.00101  -2.33962  1.77227  0.00
H  -4.33522  -1.25800  -1.35554  0.03
H  -4.39635  -1.13297  0.47862  0.02
C  -0.75757  4.31661  2.26195  0.01
C  -1.33602  3.73484  0.96180  0.03
C  -0.80142  4.47274  -0.28048  0.01
O  -1.03633  2.39863  0.90084  0.37
H  -0.98151  5.37666  2.33601  0.00
H  0.31844  4.17030  2.28233  0.00
H  -1.19235  3.78701  3.10479  0.00
H  -2.43485  3.87587  0.98771  0.00
H  0.27942  4.36164  -0.33533  0.00
H  -1.05601  5.52799  -0.23114  0.00
H  -1.24455  4.04330  -1.17741  0.00